Below is a molecular structure, C48H44Cl2F6N2S, with properties calculated with wB97M-V/def2-TZVPD.

Atoms and positions in Å:
C1 -0.501 2.496 0.187
C2 0.437 1.303 -0.072
Cl1 0.525 0.278 1.411
C3 1.842 1.722 -0.588
C4 1.708 2.053 -2.093
C5 1.418 3.331 -2.453
C6 1.273 3.656 -3.897
C7 0.910 5.101 -4.308
C8 -0.281 5.076 -5.296
C9 -1.485 4.224 -4.812
Cl2 -2.981 5.222 -4.553
C10 1.442 2.700 -4.851
C11 1.738 1.363 -4.457
N1 1.911 0.268 -5.214
S1 2.174 -0.988 -4.249
N2 2.120 -0.280 -2.777
C12 1.870 0.998 -3.056
H1 -0.558 3.183 -0.672
H2 -1.520 2.104 0.351
H3 -0.219 3.030 1.108
H4 -0.031 0.684 -0.856
H5 2.584 0.919 -0.485
H6 2.177 2.658 -0.109
H7 1.274 4.114 -1.709
H8 0.625 5.649 -3.394
H9 1.775 5.660 -4.708
H10 -0.658 6.102 -5.438
H11 0.051 4.678 -6.269
H12 -1.708 3.458 -5.569
H13 -1.318 3.697 -3.865
H14 1.354 2.955 -5.910
F1 -2.558 -3.668 -7.764
C13 -1.887 -2.509 -7.930
C14 -2.176 -1.713 -9.020
C15 -1.488 -0.519 -9.186
C16 -0.515 -0.144 -8.267
C17 -0.233 -0.959 -7.178
C18 -0.927 -2.149 -7.004
H15 -2.932 -2.027 -9.729
H16 -1.710 0.118 -10.032
H17 0.024 0.785 -8.401
H18 0.531 -0.666 -6.464
H19 -0.729 -2.795 -6.158
F2 5.837 -4.258 4.175
C19 4.696 -3.623 3.851
C20 4.715 -2.253 3.671
C21 3.538 -1.600 3.332
C22 2.360 -2.321 3.188
C23 2.357 -3.697 3.377
C24 3.534 -4.355 3.706
H20 5.642 -1.708 3.795
H21 3.539 -0.528 3.180
H22 1.443 -1.808 2.927
H23 1.437 -4.257 3.268
H24 3.554 -5.428 3.849
F3 1.812 6.457 -1.589
C25 1.669 7.750 -1.222
C26 2.728 8.400 -0.622
C27 2.581 9.729 -0.251
C28 1.377 10.384 -0.475
C29 0.320 9.712 -1.075
C30 0.467 8.386 -1.458
H25 3.656 7.869 -0.449
H26 3.405 10.253 0.214
H27 1.263 11.419 -0.181
H28 -0.620 10.221 -1.246
H29 -0.343 7.848 -1.935
F4 -2.050 -6.637 -3.164
C31 -1.694 -6.937 -4.428
C32 -1.069 -8.142 -4.684
C33 -0.708 -8.453 -5.987
C34 -0.967 -7.553 -7.014
C35 -1.592 -6.343 -6.739
C36 -1.964 -6.034 -5.438
H30 -0.869 -8.826 -3.869
H31 -0.224 -9.397 -6.202
H32 -0.680 -7.796 -8.029
H33 -1.790 -5.643 -7.534
H34 -2.460 -5.101 -5.206
F5 -1.675 -4.290 9.298
C37 -0.665 -3.924 8.481
C38 0.585 -3.689 9.019
C39 1.623 -3.317 8.177
C40 1.397 -3.176 6.814
C41 0.132 -3.411 6.289
C42 -0.906 -3.794 7.128
H35 0.739 -3.797 10.085
H36 2.610 -3.137 8.584
H37 2.208 -2.881 6.159
H38 -0.045 -3.297 5.228
H39 -1.897 -3.990 6.738
F6 -3.975 1.273 11.869
C43 -4.169 0.045 11.351
C44 -3.100 -0.628 10.792
C45 -3.300 -1.896 10.263
C46 -4.565 -2.468 10.291
C47 -5.630 -1.776 10.852
C48 -5.432 -0.513 11.392
H40 -2.124 -0.162 10.773
H41 -2.472 -2.437 9.829
H42 -4.720 -3.455 9.874
H43 -6.617 -2.220 10.871
H44 -6.248 0.039 11.842

Cartesian forces (eV/Å) of the 6 atoms listed first:
C -0.370 -0.487 0.387
C -0.064 0.481 -0.730
Cl 0.075 0.232 -0.233
C -0.433 0.283 -0.844
C 0.205 -0.129 1.945
C -0.081 -0.343 -2.322

Output
E_LUMO ... -0.887 eV
Orbital gap ... 0.3016 Ha

Atomic partial charges in e from the Löwdin method, atoms 1 to 4: atom 1 (C): -0.126, atom 2 (C): -0.717, atom 3 (Cl): 0.613, atom 4 (C): -0.159



Below is a molecular structure, C48H45HgN3O6S2, with properties calculated with wB97M-V/def2-TZVPD.

Atoms and positions in Å:
Hg1 -0.700 -0.433 -0.197
C1 -1.191 -3.575 1.568
O1 -1.720 -2.269 1.496
C2 -2.022 -1.627 2.670
C3 -2.105 -2.287 3.880
C4 -2.492 -1.603 5.036
C5 -2.795 -0.256 4.949
C6 -2.704 0.414 3.737
C7 -2.299 -0.237 2.564
N1 -2.167 0.378 1.335
N2 -2.587 1.639 1.328
C8 -2.564 2.409 0.213
C9 -2.157 2.098 -1.120
O2 -1.665 0.946 -1.546
C10 -2.309 3.084 -2.131
C11 -2.805 4.334 -1.907
C12 -3.193 4.707 -0.595
C13 -3.695 5.999 -0.320
C14 -4.073 6.363 0.943
C15 -3.956 5.427 1.988
C16 -3.471 4.168 1.744
C17 -3.072 3.759 0.449
H1 -0.313 -3.609 2.223
H2 -0.893 -3.833 0.554
H3 -1.939 -4.287 1.930
H4 -1.886 -3.344 3.934
H5 -2.557 -2.132 5.978
H6 -3.102 0.289 5.834
H7 -2.932 1.467 3.670
H8 -2.000 2.780 -3.126
H9 -2.901 5.050 -2.716
H10 -3.774 6.704 -1.141
H11 -4.455 7.358 1.139
H12 -4.249 5.703 2.994
H13 -3.380 3.453 2.547
O3 1.664 0.743 -1.794
S1 2.389 0.184 -2.960
C18 1.392 -1.143 -3.705
C19 -0.039 -0.755 -4.037
C20 -0.805 -1.885 -4.730
C21 -1.133 -3.141 -3.925
S2 -2.391 -3.023 -2.610
O4 -1.817 -2.194 -1.518
C22 -3.575 -2.008 -3.482
C23 -4.397 -2.596 -4.435
C24 -5.314 -1.808 -5.111
C25 -5.410 -0.451 -4.816
C26 -4.594 0.116 -3.848
C27 -3.665 -0.662 -3.167
C28 2.148 1.385 -4.281
C29 2.803 1.259 -5.498
C30 2.591 2.210 -6.484
C31 1.739 3.282 -6.244
C32 1.099 3.403 -5.018
C33 1.305 2.453 -4.026
H14 1.451 -1.957 -2.981
H15 1.956 -1.423 -4.602
H16 -0.025 0.085 -4.736
H17 -0.553 -0.402 -3.143
H18 -0.220 -2.216 -5.596
H19 -1.734 -1.477 -5.134
H20 -0.271 -3.547 -3.391
H21 -1.509 -3.925 -4.588
H22 -4.326 -3.658 -4.642
H23 -5.960 -2.250 -5.858
H24 -6.133 0.162 -5.340
H25 -4.671 1.169 -3.612
H26 -3.008 -0.223 -2.420
H27 3.476 0.428 -5.677
H28 3.095 2.120 -7.438
H29 1.578 4.025 -7.015
H30 0.434 4.235 -4.830
H31 0.809 2.509 -3.064
C34 5.763 1.143 6.059
C35 4.457 0.419 5.862
C36 3.583 0.274 6.932
C37 2.356 -0.350 6.767
C38 2.018 -0.881 5.537
C39 2.894 -0.769 4.460
N3 2.482 -1.318 3.222
C40 3.208 -2.208 2.473
C41 4.300 -2.891 3.035
C42 5.041 -3.786 2.290
C43 4.718 -4.052 0.965
C44 3.619 -3.416 0.415
C45 2.854 -2.505 1.135
C46 1.655 -1.914 0.448
O5 1.222 -2.426 -0.595
O6 1.113 -0.893 1.000
C47 4.105 -0.078 4.600
C48 4.992 0.180 3.413
H32 5.931 1.349 7.116
H33 5.773 2.097 5.526
H34 6.607 0.559 5.686
H35 3.862 0.673 7.901
H36 1.667 -0.431 7.599
H37 1.069 -1.375 5.382
H38 1.740 -0.845 2.714
H39 4.557 -2.701 4.069
H40 5.884 -4.286 2.754
H41 5.301 -4.752 0.381
H42 3.309 -3.622 -0.601
H43 4.429 0.105 2.485
H44 5.815 -0.537 3.354
H45 5.425 1.178 3.468

Cartesian forces (eV/Å) of the 6 atoms listed first:
Hg 0.241 0.296 0.281
C 0.052 0.002 -0.002
O 0.095 0.120 -0.043
C -0.081 -0.009 -0.011
C 0.021 0.010 0.034
C 0.028 -0.006 -0.004

Output
Spin multiplicity ... 2
Total charge ... -1
Energy relative to the best compared isomer or geometry (same formula, charge and spin) ... 0.00 kJ/mol
E_LUMO (alpha / beta) ... 2.043 / 2.043 eV
Orbital gap (alpha / beta) ... 0.1651 / 0.2200 Ha

Atomic partial charges in e from the Löwdin method, atoms 1 to 4: atom 1 (Hg): 1.282, atom 2 (C): -0.087, atom 3 (O): -0.162, atom 4 (C): -0.232



Below is a molecular structure, C48H46IrN4O3Te, with properties calculated with wB97M-V/def2-TZVPD.

Atoms and positions in Å:
Ir1 0.316 0.202 -0.152
C1 1.849 -3.207 2.092
O1 0.452 -3.349 1.864
C2 0.046 -2.288 1.174
N1 1.034 -1.441 0.798
C3 2.295 -2.088 1.121
C4 3.406 -1.236 1.684
C5 3.196 0.021 2.235
C6 4.264 0.740 2.753
C7 5.539 0.198 2.757
C8 5.748 -1.074 2.245
C9 4.690 -1.780 1.699
C10 -1.278 -2.032 0.754
C11 -2.449 -2.771 0.958
C12 -3.635 -2.320 0.406
C13 -3.671 -1.125 -0.332
C14 -2.499 -0.405 -0.475
N2 -1.332 -0.859 0.034
C15 -2.318 0.901 -1.063
N3 -1.126 1.470 -1.077
C16 -1.345 2.882 -1.419
C17 -2.798 2.870 -1.950
O2 -3.325 1.617 -1.523
C18 -0.383 3.635 -2.310
C19 -0.833 4.815 -2.907
C20 0.034 5.607 -3.639
C21 1.378 5.279 -3.724
C22 1.832 4.122 -3.119
C23 0.952 3.290 -2.453
H1 2.328 -4.171 1.915
H2 2.005 -2.917 3.136
H3 2.680 -2.549 0.192
H4 2.199 0.435 2.276
H5 4.095 1.722 3.168
H6 6.367 0.760 3.162
H7 6.735 -1.514 2.273
H8 4.860 -2.768 1.296
H9 -2.411 -3.679 1.539
H10 -4.548 -2.875 0.550
H11 -4.588 -0.754 -0.757
H12 -1.300 3.413 -0.452
H13 -2.838 2.901 -3.045
H14 -3.426 3.663 -1.542
H15 -1.858 5.131 -2.791
H16 -0.328 6.502 -4.121
H17 2.065 5.934 -4.232
H18 2.879 3.873 -3.146
H19 1.313 2.373 -2.018
C24 7.091 -4.334 -5.064
C25 6.124 -3.463 -4.344
C26 4.804 -3.319 -4.770
C27 3.910 -2.493 -4.107
C28 2.494 -2.405 -4.577
C29 4.358 -1.754 -3.006
Te1 3.115 -0.253 -2.053
N4 1.868 1.217 -0.201
C30 1.913 2.465 0.296
O3 0.860 2.841 0.832
C31 3.100 3.293 0.084
C32 4.333 2.722 -0.225
C33 5.414 3.534 -0.504
C34 5.266 4.916 -0.484
C35 4.041 5.487 -0.171
C36 2.960 4.681 0.124
C37 2.760 0.892 -3.826
C38 3.840 1.619 -4.333
C39 5.213 1.562 -3.743
C40 3.635 2.433 -5.440
C41 2.390 2.555 -6.045
C42 2.181 3.445 -7.220
C43 1.329 1.833 -5.510
C44 1.490 1.010 -4.407
C45 0.293 0.265 -3.906
C46 5.653 -1.950 -2.503
C47 6.163 -1.261 -1.278
C48 6.518 -2.780 -3.196
H20 6.640 -4.814 -5.926
H21 7.485 -5.101 -4.398
H22 7.941 -3.737 -5.395
H23 4.462 -3.875 -5.632
H24 2.175 -3.347 -5.018
H25 2.402 -1.630 -5.339
H26 1.834 -2.167 -3.740
H27 4.439 1.643 -0.194
H28 6.374 3.096 -0.733
H29 6.113 5.548 -0.703
H30 3.925 6.560 -0.156
H31 1.995 5.091 0.381
H32 5.200 1.098 -2.753
H33 5.631 2.562 -3.658
H34 5.864 0.983 -4.397
H35 4.469 3.007 -5.817
H36 3.105 3.932 -7.516
H37 1.440 4.208 -6.981
H38 1.796 2.875 -8.065
H39 0.353 1.916 -5.965
H40 -0.601 0.867 -4.048
H41 0.388 0.013 -2.842
H42 0.158 -0.651 -4.478
H43 5.353 -0.811 -0.701
H44 6.874 -0.483 -1.552
H45 6.684 -1.973 -0.643
H46 7.530 -2.892 -2.834

Cartesian forces (eV/Å) of the 6 atoms listed first:
Ir 2.052 0.401 -0.988
C 1.069 0.279 0.339
O -1.826 0.307 -0.742
C 4.613 0.787 0.244
N -2.928 -1.602 0.756
C 0.902 -0.567 -0.085

Output
Spin multiplicity ... 2
Total charge ... +2
E_LUMO (alpha / beta) ... -8.403 / -8.255 eV
Orbital gap (alpha / beta) ... 0.1639 / 0.1683 Ha

Atomic partial charges in e from the Löwdin method, atoms 1 to 4: atom 1 (Ir): 1.288, atom 2 (C): -0.039, atom 3 (O): 0.078, atom 4 (C): -0.242



Below is a molecular structure, C48H47AuNO7, with properties calculated with wB97M-V/def2-TZVPD.

Atoms and positions in Å:
Au1 -0.053 0.252 0.993
C1 2.543 -2.478 -4.285
C2 1.161 -2.127 -3.777
C3 0.058 -2.518 -4.741
O1 1.102 -0.722 -3.534
C4 0.689 -0.467 -2.216
C5 0.728 -1.816 -1.502
O2 0.954 -2.765 -2.516
C6 -0.590 -2.073 -0.704
O3 -1.138 -0.817 -0.238
C7 -0.427 -2.961 0.540
C8 0.762 -2.987 1.270
C9 0.851 -3.682 2.469
C10 -0.248 -4.361 2.968
C11 -1.441 -4.334 2.260
C12 -1.529 -3.640 1.063
C13 -1.668 -2.583 -1.658
C14 -1.626 -3.914 -2.074
C15 -2.549 -4.395 -2.985
C16 -3.527 -3.554 -3.503
C17 -3.573 -2.232 -3.097
C18 -2.649 -1.747 -2.178
C19 1.609 0.581 -1.519
O4 1.529 0.396 -0.107
C20 1.231 2.029 -1.830
C21 0.167 2.395 -2.643
C22 -0.141 3.738 -2.843
C23 0.604 4.728 -2.223
C24 1.674 4.370 -1.409
C25 1.987 3.035 -1.225
C26 3.065 0.292 -1.870
C27 3.883 -0.463 -1.039
C28 5.187 -0.762 -1.418
C29 5.684 -0.308 -2.628
C30 4.872 0.451 -3.462
C31 3.573 0.747 -3.086
H1 2.753 -1.933 -5.206
H2 2.602 -3.548 -4.487
H3 3.288 -2.210 -3.534
H4 0.238 -2.050 -5.710
H5 -0.911 -2.189 -4.361
H6 0.039 -3.600 -4.872
H7 -0.334 -0.091 -2.217
H8 1.578 -1.843 -0.825
H9 1.644 -2.466 0.920
H10 1.791 -3.696 3.008
H11 -0.176 -4.912 3.897
H12 -2.308 -4.863 2.637
H13 -2.468 -3.629 0.526
H14 -0.860 -4.573 -1.685
H15 -2.501 -5.431 -3.299
H16 -4.246 -3.932 -4.218
H17 -4.330 -1.568 -3.495
H18 -2.699 -0.712 -1.867
H19 -0.412 1.648 -3.172
H20 -0.952 4.006 -3.509
H21 0.373 5.773 -2.393
H22 2.276 5.136 -0.935
H23 2.834 2.760 -0.607
H24 3.506 -0.820 -0.089
H25 5.812 -1.354 -0.761
H26 6.700 -0.541 -2.922
H27 5.251 0.809 -4.411
H28 2.941 1.330 -3.744
C32 -2.694 2.784 -0.259
C33 -1.613 3.482 0.518
C34 -1.677 4.977 0.614
O5 -0.754 2.837 1.094
H29 -2.956 3.326 -1.168
H30 -3.589 2.747 0.372
H31 -2.386 1.766 -0.494
H32 -2.653 5.284 0.997
H33 -1.577 5.404 -0.386
H34 -0.878 5.353 1.250
C35 3.097 2.008 2.556
O6 1.819 2.137 3.179
C36 1.433 1.158 4.029
C37 2.169 0.029 4.356
C38 1.626 -0.909 5.226
C39 0.362 -0.740 5.767
C40 -0.384 0.377 5.429
C41 0.151 1.312 4.562
N1 -0.542 2.495 4.192
C42 -1.785 2.706 3.860
C43 -2.791 1.809 3.401
C44 -4.134 2.252 3.453
C45 -5.139 1.519 2.881
C46 -4.820 0.340 2.187
C47 -3.521 -0.098 2.074
C48 -2.479 0.621 2.684
O7 -1.233 0.225 2.601
H35 3.896 1.974 3.299
H36 3.217 2.892 1.940
H37 3.127 1.114 1.929
H38 3.153 -0.130 3.936
H39 2.209 -1.784 5.482
H40 -0.048 -1.479 6.441
H41 -1.378 0.521 5.833
H42 0.051 3.317 4.216
H43 -2.059 3.757 3.875
H44 -4.360 3.180 3.968
H45 -6.166 1.849 2.947
H46 -5.611 -0.232 1.719
H47 -3.264 -0.991 1.517

Cartesian forces (eV/Å) of the 6 atoms listed first:
Au 0.149 0.152 -0.315
C 0.037 -0.025 0.040
C 0.013 -0.013 -0.146
C -0.011 0.010 -0.016
O -0.032 0.040 0.083
C -0.055 0.130 -0.002

Output
Total charge ... +1
Energy relative to the best compared isomer or geometry (same formula, charge and spin) ... 0.00 kJ/mol
E_LUMO ... -4.788 eV
Orbital gap ... 0.2266 Ha

Atomic partial charges in e from the Löwdin method, atoms 1 to 4: atom 1 (Au): 1.415, atom 2 (C): 0.030, atom 3 (C): -0.543, atom 4 (C): 0.030



Record-wise DFT total energy values, in eV: -105654.934 -93107.545 -72741.485 -70045.001
Record-wise F_max values, in eV/Å: 2.35 0.47 4.69 0.41
Record-wise molecular weight values, in Da: 865.86 1024.63 1046.74 946.87